[1]
Here is C11H13ClHfN2O2 as an isolated structure at a distorted geometry from OMol25. Energies are from ωB97M-V/def2-TZVPD.

```
30
Properties=species:S:1:pos:R:3:nbo_charge:R:1
Hf -0.045 0.049 -0.108 1.733
Cl 0.117 2.362 -0.674 -0.298
O 3.169 0.976 0.803 -0.286
O -1.534 1.763 2.536 -0.313
N 0.437 -1.425 4.353 -0.423
N 0.269 -1.206 1.874 -0.660
C -0.420 -2.336 5.149 -0.410
C 2.146 0.595 0.390 0.524
C 0.334 -1.350 3.056 0.723
C -1.049 -1.848 -1.110 -0.341
C -1.217 1.190 1.570 0.540
C 1.280 -0.452 5.088 -0.407
C 0.149 -0.348 -2.444 -0.089
C 1.242 0.322 -3.228 -0.653
C 0.225 -1.617 -1.769 -0.378
C -1.155 0.228 -2.174 -0.328
C -1.899 -0.713 -1.372 -0.349
H 0.991 0.587 4.846 0.221
H -1.489 -2.168 4.938 0.230
H 1.161 -0.609 6.168 0.257
H 1.143 1.419 -3.209 0.254
H 2.344 -0.588 4.827 0.236
H -2.953 -0.593 -1.088 0.298
H 1.216 -0.001 -4.280 0.285
H 1.083 -2.312 -1.851 0.302
H -1.498 1.195 -2.579 0.301
H -0.245 -2.160 6.218 0.251
H -0.190 -3.388 4.926 0.241
H -1.350 -2.783 -0.609 0.300
H 2.236 0.072 -2.828 0.236
```

## Properties
- HOMO energy (eV) = -16.77
- calculated total energy (Eh) = -1194.60812
- energy relative to the best compared isomer or geometry (same formula, charge and spin) (kJ/mol) = 0.0
- total charge = +2

***

[2]
Here is C29H21BrCl5N3O3PtS3 as an isolated structure from OMol25. Energies are from ωB97M-V/def2-TZVPD.

```
66
Properties=species:S:1:pos:R:3:lowdin_spin:R:1
Pt -0.137 -0.273 0.280 0.966
Br -0.796 -3.606 -4.204 0.000
Cl 0.907 -5.951 -0.218 0.004
Cl -3.962 -4.150 -1.641 0.003
Cl 1.720 -3.120 0.676 0.013
Cl -3.173 -1.288 -0.797 0.008
Cl -1.931 -6.490 -1.373 -0.001
S -0.839 0.722 -2.030 -0.011
S 0.854 -0.510 2.467 0.204
S -1.296 1.557 1.121 0.261
O 2.291 -0.386 -1.080 0.030
O 0.258 5.431 -1.538 0.018
O 4.397 -1.160 -1.229 0.006
N 3.177 -4.394 -3.510 0.000
N 1.545 1.640 -2.720 0.092
N -0.029 3.250 -1.999 0.024
C 2.503 2.518 -3.368 0.010
C -1.197 2.700 4.979 -0.001
C 2.903 4.980 -0.579 0.001
C 4.222 3.552 0.836 0.000
C 1.907 -4.439 -3.912 0.000
C 0.140 -3.342 -0.006 0.020
C 1.918 3.995 -0.641 0.001
C 2.688 -2.331 -2.368 0.000
C -2.379 -3.838 -1.005 0.003
C -0.885 1.618 2.827 0.018
C 1.373 -2.377 -2.805 0.001
C 3.932 2.079 -3.055 0.001
C -0.708 -2.241 -0.167 0.094
C 0.314 1.918 -2.265 0.123
C 2.084 2.803 0.049 0.001
C -1.986 -2.551 -0.644 0.015
C 3.184 -1.197 -1.467 0.003
C 0.046 0.729 3.396 0.025
C 3.543 -3.357 -2.756 0.000
C 4.055 4.756 0.152 0.000
C -1.481 -4.891 -0.886 -0.003
C 0.681 4.293 -1.427 0.012
C 4.373 0.900 -3.918 0.000
C -0.215 -4.640 -0.372 0.004
C 0.331 0.858 4.765 0.008
C 3.238 2.580 0.791 0.000
C -0.273 1.823 5.548 0.011
C -1.494 2.586 3.633 0.017
C 0.994 -3.454 -3.586 0.000
H 1.048 0.172 5.201 0.003
H -0.028 1.894 6.602 0.001
H 4.452 1.195 -4.969 0.000
H 3.997 1.806 -2.000 0.000
H 4.572 -3.323 -2.419 0.000
H 1.320 2.040 0.037 0.000
H 2.345 3.555 -3.085 0.001
H 2.744 5.912 -1.108 0.000
H 4.826 5.516 0.193 0.000
H 1.874 0.722 -2.393 0.003
H -2.212 3.256 3.174 0.003
H 4.602 2.929 -3.208 0.000
H 5.333 0.505 -3.588 0.000
H -1.682 3.460 5.582 0.000
H -1.007 3.459 -2.124 0.002
H 2.343 2.466 -4.455 0.005
H 0.671 -1.601 -2.519 0.002
H 3.349 1.631 1.299 0.000
H 1.605 -5.288 -4.516 0.000
H 5.130 3.374 1.401 0.000
H 3.660 0.076 -3.858 0.000
```

## Properties
- HOMO energy (spin up / spin down) (eV) = -0.58 / -2.09
- calculated total energy (Eh) = -7696.71882
- energy relative to the best compared isomer or geometry (same formula, charge and spin) (kJ/mol) = 0.0
- spin multiplicity = 3
- total charge = -2
- expectation value of S² = 2.03

***

[3]
Here is C34H29LiN9O2S as an isolated structure at a distorted geometry from OMol25. Energies are from ωB97M-V/def2-TZVPD.

```
76
Properties=species:S:1:pos:R:3:mulliken_charge:R:1
S 2.264 0.334 -1.209 -0.747
O -2.384 6.004 3.746 -0.740
O -0.959 5.186 5.312 -0.739
N -0.716 -0.775 2.239 0.374
N -0.420 -0.952 -0.983 0.785
N -0.972 2.042 -1.105 0.186
N -0.293 -2.026 2.023 0.067
N 0.205 -1.328 -2.005 -0.753
N 1.843 0.540 1.918 0.092
N -0.138 2.243 1.395 0.140
N 3.160 -0.920 -3.690 0.284
N 1.957 -1.336 -3.336 -0.517
C -0.587 -4.391 2.771 -1.333
C -1.517 4.115 1.896 -0.905
C -1.586 -0.860 3.229 0.687
C -1.724 -2.205 3.645 -1.315
C -1.066 3.126 1.027 0.907
C -0.877 -2.930 2.837 0.546
C 3.752 -1.228 -4.891 0.469
C -2.128 -2.634 -1.585 -0.553
C -2.647 3.715 -0.854 -0.809
C 5.508 -0.777 -6.483 -0.482
C 2.769 0.052 4.474 -0.633
C -1.725 -1.476 -0.911 -0.448
C -2.651 -0.796 -0.118 0.750
C -2.281 0.347 3.766 -1.297
C 2.735 -0.411 2.143 -0.057
C 1.458 -0.821 -2.223 0.267
C 4.990 -1.736 -7.345 -0.512
C 3.247 -2.213 -5.747 -0.324
C 0.058 3.333 3.500 -0.758
C -2.429 2.543 -2.926 -0.979
C 3.235 -0.698 3.405 -0.977
C -3.947 -1.264 0.003 -0.839
C 1.407 1.281 2.937 0.312
C -3.075 3.495 -2.152 -0.507
C -1.585 2.962 -0.355 0.349
C -4.341 -2.415 -0.665 -0.502
C 1.843 1.055 4.242 -0.796
C 0.414 2.330 2.603 0.680
C 3.865 -2.455 -6.960 -0.437
C -0.952 4.216 3.157 -0.515
C -1.501 5.253 4.195 0.433
C -3.426 -3.094 -1.461 -0.596
C 4.905 -0.525 -5.266 -0.464
C -1.376 1.848 -2.352 0.002
Li 0.317 0.700 0.205 0.732
H 0.460 -4.593 3.007 0.279
H 2.368 -2.762 -5.437 0.394
H 6.389 -0.214 -6.767 0.334
H -2.736 2.339 -3.942 0.428
H -1.404 -3.164 -2.189 0.473
H -4.657 -0.734 0.627 0.417
H -3.905 4.063 -2.554 0.436
H -2.292 4.824 1.641 0.545
H -5.354 -2.785 -0.562 0.391
H -2.601 1.002 2.954 0.210
H 5.459 -1.917 -8.303 0.355
H 0.358 -2.191 1.271 0.148
H 3.961 -1.488 3.546 0.416
H 3.123 -0.141 5.479 0.421
H 3.469 -3.216 -7.621 0.337
H -3.137 4.459 -0.243 0.401
H 1.455 1.637 5.066 0.349
H -0.829 1.100 -2.919 0.332
H 3.066 -0.960 1.265 0.427
H -0.794 -4.787 1.774 0.295
H -2.369 -2.588 4.419 0.462
H 0.530 3.454 4.465 0.485
H -1.210 -4.924 3.486 0.368
H -2.328 0.098 0.397 0.221
H -3.155 0.057 4.348 0.433
H -3.732 -3.993 -1.983 0.387
H -1.617 0.931 4.407 0.202
H 3.552 -0.188 -3.082 0.177
H 5.300 0.227 -4.594 0.351
```

## Properties
- HOMO energy (eV) = -4.65
- calculated total energy (Eh) = -2362.21436
- energy relative to the best compared isomer or geometry (same formula, charge and spin) (kJ/mol) = 13.6
- total charge = -1

***

[4]
Here is a 2-piece molecular cluster, C34H36N4O overall at a distorted geometry from OMol25. Energies are from ωB97M-V/def2-TZVPD.

```
75
Properties=species:S:1:pos:R:3:mulliken_charge:R:1
O -0.203 2.186 9.956 -0.678
N -0.863 3.975 8.646 0.694
N -5.048 1.053 1.077 -0.619
N 0.109 3.442 6.686 0.661
N 2.830 1.197 3.814 -0.750
C 2.302 1.627 2.849 0.493
C -1.726 0.723 2.194 -0.515
C -2.580 1.583 5.846 0.328
C -0.466 2.527 0.462 -0.634
C -4.690 1.692 7.032 -0.609
C 1.133 6.116 1.523 -0.358
C 0.671 6.478 6.131 -1.963
C -2.475 1.427 1.245 0.373
C -0.367 0.956 2.330 -0.499
C -2.668 1.049 8.196 -0.226
C -0.251 2.764 8.876 -0.110
C -0.545 4.590 7.367 -1.251
C 0.298 1.887 1.485 1.085
C 0.310 2.283 7.558 0.083
C 0.300 3.313 5.363 -1.440
C -3.891 1.220 1.152 0.034
C -0.270 4.153 4.411 -0.342
C -0.556 6.989 8.199 -1.789
C -1.828 2.300 0.361 -0.942
C -1.665 4.569 9.690 -1.259
C 0.918 7.297 0.824 -0.750
C 0.438 4.483 3.263 -0.322
C 2.543 2.859 0.713 -1.681
C -4.043 1.279 8.203 -0.705
C -1.919 1.235 7.029 0.178
C 1.565 5.655 8.308 -1.742
C 0.296 5.930 7.501 2.091
C 0.163 5.625 2.437 0.890
C -1.062 6.330 2.561 -0.280
C 1.677 2.178 1.712 0.392
C -0.419 1.032 7.060 -1.500
C -3.955 1.828 5.849 -0.960
C -1.250 7.534 1.888 -0.747
C -0.270 8.022 1.012 -0.406
H -4.448 2.126 4.921 0.511
H 2.212 4.924 7.808 0.311
H 0.197 0.403 3.087 0.446
H -0.660 6.799 9.272 0.397
H 1.367 3.942 3.066 0.728
H 1.328 5.300 9.319 0.320
H 0.949 2.483 5.061 0.754
H -2.157 0.732 9.109 0.450
H 1.680 7.662 0.133 0.405
H 0.020 3.216 -0.234 0.192
H -2.412 2.810 -0.407 0.452
H -2.214 -0.008 2.841 0.533
H 1.392 2.110 7.669 0.504
H -5.761 1.901 7.044 0.400
H -0.175 0.228 7.769 0.657
H -0.221 6.637 5.511 0.374
H 1.976 3.431 -0.026 0.343
H -0.423 8.965 0.485 0.392
H -1.484 4.841 6.835 0.703
H -1.553 7.061 7.745 0.343
H -1.267 4.558 4.619 0.388
H -2.003 1.675 4.921 0.492
H -2.174 8.095 2.046 0.385
H -2.390 5.259 9.248 0.420
H -0.074 7.973 8.100 0.448
H -2.196 3.770 10.219 0.350
H 3.233 3.536 1.238 0.333
H -1.033 5.102 10.415 0.366
H -4.603 1.142 9.130 0.413
H 1.168 7.454 6.248 0.595
H -1.850 5.910 3.193 0.411
H 1.369 5.823 5.602 0.294
H 2.132 6.591 8.409 0.466
H 3.167 2.124 0.179 0.332
H 2.064 5.556 1.401 0.321
H -0.036 0.754 6.071 0.548
```

## Properties
- HOMO energy (eV) = -5.99
- calculated total energy (Eh) = -1611.38787

***

[5]
Here is C4H9N2 as an isolated structure at a distorted geometry from OMol25. Energies are from ωB97M-V/def2-TZVPD.

```
15
Properties=species:S:1:pos:R:3:lowdin_spin:R:1
N 1.025 0.710 0.140 0.408
N -1.973 -0.737 -0.344 0.132
C 0.260 0.535 -0.974 0.459
C 0.748 -0.661 0.583 0.017
C -0.251 -0.687 -0.573 0.133
C 1.747 1.543 0.862 0.680
H 1.531 -1.369 0.561 0.001
H -0.298 1.185 -1.607 0.029
H -2.363 -0.098 -1.039 0.005
H -2.132 -0.298 0.569 0.005
H 1.879 2.486 0.393 0.047
H 2.278 1.169 1.686 0.053
H -0.385 -1.508 -1.276 0.021
H 0.320 -0.668 1.494 0.002
H -2.386 -1.602 -0.474 0.008
```

## Properties
- HOMO energy (spin up / spin down) (eV) = -9.67 / -16.01
- calculated total energy (Eh) = -266.84996
- energy relative to the best compared isomer or geometry (same formula, charge and spin) (kJ/mol) = 202.9
- spin multiplicity = 3
- total charge = +1
- expectation value of S² = 2.01

***

[6]
Here is C59H101N8O16 as an isolated structure at a distorted geometry from OMol25. Energies are from ωB97M-V/def2-TZVPD.

```
184
Properties=species:S:1:pos:R:3:mulliken_charge:R:1
O 4.790 12.120 22.151 -0.316
O 5.353 10.026 21.604 -0.513
O 2.585 6.665 29.795 -0.462
O 4.487 4.006 24.987 -0.809
O 7.327 9.127 24.793 -0.430
O 3.289 10.898 21.009 -0.165
O 4.200 5.106 29.912 -0.753
O 7.245 14.943 26.648 -1.021
O 4.726 7.288 29.504 -0.690
O 8.461 15.801 24.934 -0.527
O 6.452 2.922 25.172 -0.474
O 4.643 15.472 27.083 -0.551
O 8.258 13.586 25.167 -0.637
O 5.619 13.502 27.403 -0.195
O 3.418 13.827 27.968 -0.760
O 6.441 4.841 24.075 -0.740
N 9.027 11.652 22.284 1.509
N 7.691 11.219 28.626 0.324
N 4.058 5.536 21.060 0.200
N 1.442 14.389 22.514 0.044
N 8.473 5.226 26.595 0.457
N 5.734 10.621 25.242 1.841
N 4.901 0.418 30.254 0.020
N 1.289 10.453 31.250 0.091
C 7.063 10.067 28.413 -0.733
C 3.517 9.551 31.138 -0.496
C 1.597 11.342 30.263 -0.860
C -0.007 12.335 21.056 -0.312
C 7.961 14.684 25.595 0.584
C 5.730 4.058 24.768 0.762
C 8.898 12.033 19.678 -0.773
C 3.968 6.332 29.726 0.569
C 5.604 5.674 21.021 0.114
C 1.802 14.011 21.139 0.022
C 4.154 -0.593 30.999 -0.973
C 2.276 9.601 31.670 -0.483
C 4.408 3.029 20.294 -0.681
C 0.608 15.626 22.641 -0.708
C 5.284 10.699 29.796 0.840
C 5.463 2.682 30.115 -0.371
C 0.674 13.485 20.384 -0.837
C 9.707 12.976 22.407 -0.512
C 0.717 13.213 23.174 -0.619
C 5.865 9.843 28.925 -1.058
C 4.405 11.046 25.588 -1.043
C 7.115 3.432 28.270 0.853
C 6.209 4.772 19.935 -0.567
C 4.728 1.658 30.684 -0.105
C 9.010 6.103 25.571 -0.749
C 7.256 12.044 29.563 -0.390
C 6.306 1.062 28.508 -0.947
C 2.895 11.463 29.777 -0.391
C 11.060 10.611 23.264 -1.236
C 2.315 8.253 18.918 -1.644
C 6.139 9.354 25.012 0.572
C 3.737 4.004 21.275 -0.394
C 9.587 10.739 23.289 0.030
C 3.799 15.352 22.651 -0.361
C 6.019 11.805 30.222 -0.599
C 9.203 11.126 20.882 -1.210
C -0.057 10.519 31.934 -0.844
C 11.283 12.896 22.187 -0.936
C 4.507 14.260 27.537 0.618
C 4.619 11.042 21.649 0.195
C 3.501 6.234 22.292 -0.663
C 7.339 5.572 27.215 -1.211
C 7.559 11.880 22.524 -0.598
C 5.696 0.101 29.211 -0.234
C 6.634 4.701 28.098 -0.708
C 5.078 8.382 24.799 -0.881
C 8.422 11.182 18.506 -1.360
C 5.927 3.304 20.226 -0.730
C 11.805 11.893 23.275 -0.671
C 8.352 3.089 27.643 -0.812
C 6.289 2.410 28.998 1.093
C 8.835 11.492 27.712 -0.637
C 3.486 7.445 19.493 1.141
C 3.870 10.553 30.235 0.309
C 3.322 5.938 19.829 -0.875
C 4.957 15.625 23.553 -1.302
C 8.921 3.974 26.727 -0.368
C -0.517 12.810 22.440 -0.876
C 2.686 14.514 23.280 -0.200
H 4.107 10.543 26.515 0.196
H -0.822 11.926 20.479 0.464
H 4.488 -0.506 32.008 0.438
H 5.815 2.292 25.501 0.259
H 9.713 5.637 24.800 0.344
H 3.146 12.283 29.111 0.640
H -0.171 15.708 21.837 0.338
H 5.345 8.933 28.748 1.254
H 5.936 4.964 18.852 0.221
H 9.597 6.910 25.966 0.370
H 8.968 10.611 27.079 0.165
H 0.808 11.994 29.984 0.635
H 7.040 10.923 22.544 -0.213
H 4.232 1.766 31.646 0.423
H 5.825 -0.929 28.937 0.411
H 5.449 7.392 24.538 0.100
H 5.258 14.697 24.004 -0.004
H 4.239 7.674 18.744 0.324
H 0.582 13.582 24.188 0.563
H 8.845 2.160 27.767 0.711
H -0.129 14.172 20.298 0.316
H -0.838 10.433 31.161 0.365
H 11.404 10.127 24.153 0.519
H 6.289 2.949 21.174 0.224
H 2.324 14.818 20.616 0.370
H 11.352 10.023 22.439 0.495
H 0.722 11.491 21.239 -0.007
H 7.451 12.415 23.526 -0.668
H 6.941 6.517 26.890 1.082
H 5.826 16.076 23.091 0.464
H -0.172 11.495 32.492 0.335
H 9.234 13.679 21.737 0.538
H 6.373 2.649 19.500 0.445
H 9.194 10.450 18.306 0.381
H 2.296 14.792 24.291 0.558
H 5.817 6.698 20.771 0.051
H 8.206 12.819 19.927 0.395
H 5.836 12.513 31.018 0.490
H 4.130 14.810 21.760 0.260
H 4.769 16.334 24.357 0.451
H 9.365 13.289 23.406 0.320
H 9.065 9.742 23.298 0.109
H 6.458 13.980 26.914 0.382
H 4.048 3.056 19.251 0.327
H -0.130 9.669 32.628 0.298
H 0.297 15.702 23.715 0.327
H 11.579 12.293 24.260 0.200
H 8.408 11.859 17.591 0.392
H 4.250 2.018 20.674 0.430
H 2.410 6.252 22.316 0.325
H 9.244 11.160 24.229 0.025
H 7.290 5.091 20.100 0.384
H 10.238 10.815 20.871 1.013
H 7.749 12.966 29.795 0.424
H 4.174 8.784 31.493 0.539
H -1.232 13.675 22.423 0.308
H 3.966 5.734 23.138 0.111
H 7.107 12.527 21.861 1.086
H 3.135 13.487 23.310 -0.256
H 3.725 10.869 24.777 0.395
H 4.512 -1.506 30.585 0.301
H 2.269 5.695 20.119 0.290
H 1.504 12.497 23.225 0.386
H 2.035 7.789 17.961 0.420
H 1.311 16.469 22.536 0.326
H 9.769 11.571 28.309 0.425
H 2.522 9.320 18.806 0.486
H 5.511 15.646 26.705 0.501
H 12.852 11.875 23.140 0.487
H 6.906 0.814 27.612 0.466
H 3.482 10.108 20.455 -0.114
H 4.537 8.719 23.980 -0.136
H -0.999 12.030 23.079 0.420
H 2.581 13.275 21.232 -0.148
H 8.096 16.618 25.325 0.354
H 3.016 -0.487 30.817 0.309
H 5.958 5.455 21.986 0.270
H 8.685 10.136 20.812 0.280
H 3.663 5.221 19.050 0.519
H 9.832 12.569 19.496 0.436
H 1.372 8.155 19.464 0.344
H 6.529 11.252 25.297 -0.455
H 11.671 13.925 22.334 0.470
H 5.730 5.010 28.563 0.373
H 4.337 8.400 25.627 0.183
H 11.504 12.631 21.153 0.328
H 9.888 3.723 26.323 0.465
H 8.649 12.360 27.108 0.054
H 2.196 5.838 30.039 0.299
H 7.421 10.836 18.685 0.267
H 5.439 3.675 30.635 0.180
H 3.867 7.254 22.154 0.236
H 1.025 13.300 19.347 0.437
H 2.664 3.884 21.138 0.440
H 2.094 8.978 32.516 0.461
H 7.448 9.422 27.656 0.818
H 4.481 12.105 25.585 -0.202
H 3.785 7.814 20.461 -0.909
H 3.389 16.272 22.296 0.582
H 4.055 3.782 22.277 0.265
H 8.176 6.518 24.990 0.059
```

## Properties
- HOMO energy (eV) = -13.62
- calculated total energy (Eh) = -3949.87515
- energy relative to the best compared isomer or geometry (same formula, charge and spin) (kJ/mol) = 15.5
- total charge = +3